No. 1
ORCA calculation (ωB97M-V with the def2-TZVPD basis set) on C11H14F6NO5P2RuS3 as an isolated structure.

Cartesian coordinates (Å):
Ru 0.05730 -1.04027 -1.02171
C 1.79803 4.49701 0.95065
C 2.12048 3.05485 0.67670
O 0.86562 2.31760 0.39379
P 0.45777 1.85150 -1.01726
S -1.28060 0.81784 -0.79564
S 1.66846 0.43942 -1.81784
O 0.37824 3.12633 -1.89409
C 0.10484 3.13483 -3.34995
C 1.12565 4.01483 -4.01349
H 2.71867 5.02026 1.21092
H 1.10606 4.58519 1.78638
H 1.36541 4.97834 0.07488
H 2.53735 2.53702 1.53551
H 2.79247 2.92649 -0.17309
H -0.90974 3.51305 -3.44535
H 0.14227 2.10701 -3.71249
H 1.09334 5.02419 -3.60668
H 0.90567 4.06824 -5.07985
H 2.13100 3.61225 -3.89357
O -3.25861 -1.78384 0.32051
C -2.28198 -2.00145 0.96924
N -0.96532 -1.97279 0.40236
S 0.23025 -2.10078 1.56974
O 1.03298 -3.25434 1.35754
O 0.88382 -0.80103 1.43494
C -0.86232 -2.28308 2.90685
C -0.54774 -2.52466 4.22884
C -1.61520 -2.72102 5.09625
C -2.93128 -2.68975 4.63951
C -3.22459 -2.46087 3.30190
C -2.16936 -2.25854 2.43113
H 0.47590 -2.56499 4.57379
H -1.41781 -2.91070 6.14230
H -3.73702 -2.85598 5.34117
H -4.24139 -2.44592 2.93383
F -0.22451 -1.83832 -3.16560
P 0.48079 -3.38847 -3.00943
F -0.62945 -3.63339 -1.87597
F -0.41642 -3.97234 -4.13863
F 1.62186 -2.90791 -3.97216
F 1.23798 -4.69193 -2.61381
F 1.38114 -2.52392 -1.68210

Results
- HOMO energy (alpha / beta) (eV) = -13.51 / -13.47
- ⟨S²⟩ = 6.031
- net charge = +1
- energy above the lowest of the compared OMol25 structures with the same formula, charge and spin (kJ/mol) = 45.77
- M (g/mol) = 613.442
- lowest unoccupied orbital energy (alpha / beta) (eV) = -5.40 / -7.26
- orbital gap (alpha / beta) (eV) = 8.11 / 6.21
- maximum force (eV/A) = 0.611
- 2S+1 = 5

---

No. 2
ORCA calculation (ωB97M-V with the def2-TZVPD basis set) on C62H49Cl3N3NaO4P2Si as an isolated structure.

Cartesian coordinates (Å):
Na 1.25413 0.43914 -1.31772
O 4.15063 -0.35131 1.84477
C 3.40757 0.07802 0.92017
N 2.81624 -0.55279 -0.06239
C 3.06857 -1.96847 -0.11801
C 1.80648 -2.78839 0.07953
C 1.89094 -4.18346 0.09621
C 0.74417 -4.93493 0.23145
C -0.47225 -4.27749 0.35455
C -0.45867 -2.89663 0.33913
N 0.64306 -2.15946 0.20735
C 3.18168 1.57992 0.92814
C 4.29610 2.41856 1.01791
C 4.11026 3.78247 1.06566
C 2.81109 4.28034 1.05927
C 1.77272 3.37406 0.97695
N 1.93701 2.05304 0.89675
H 3.80606 -2.29545 0.62675
H 3.47054 -2.23035 -1.10471
H 2.86003 -4.65609 -0.01622
H 0.78595 -6.01708 0.21999
H -1.40412 -4.82085 0.43207
H -1.38759 -2.34207 0.42514
H 5.27914 1.97094 1.04469
H 4.95867 4.45547 1.11355
H 2.60819 5.34205 1.11305
H 0.74271 3.72505 0.98003
O -2.07391 1.42729 1.85618
C -2.56709 0.71442 2.92417
C -3.94030 0.64016 3.14374
C -4.41696 0.02092 4.28363
C -3.52395 -0.50717 5.21361
C -2.16729 -0.47534 4.94799
C -1.66060 0.08937 3.77417
P 0.13488 0.04031 3.30430
C 0.67881 1.31045 4.53608
C 0.28056 2.61491 4.22824
C 0.64225 3.68382 5.02788
C 1.42019 3.47266 6.15994
C 1.81786 2.18465 6.47794
C 1.45213 1.11169 5.67254
C 0.65030 -1.53555 4.08616
C 2.01528 -1.74159 4.29693
C 2.47754 -2.93634 4.82597
C 1.59011 -3.96056 5.12409
C 0.24173 -3.79486 4.84435
C -0.22197 -2.59843 4.31871
C -2.40750 2.75597 1.72980
C -2.95212 3.48980 2.77479
C -3.26133 4.83076 2.58442
C -3.01683 5.42778 1.35752
C -2.43462 4.68379 0.33840
C -2.10784 3.34202 0.49796
P -1.21159 2.29784 -0.75602
C -2.58285 1.14803 -1.16664
C -3.92447 1.52945 -1.20116
C -4.91538 0.60152 -1.47913
C -4.57347 -0.72232 -1.73332
C -3.24335 -1.10896 -1.70552
C -2.25278 -0.18013 -1.41311
C -1.22754 3.51969 -2.12731
C -2.16201 3.57262 -3.15446
C -2.11764 4.59406 -4.09299
C -1.13531 5.57041 -4.02147
C -0.16962 5.49771 -3.02749
C -0.20976 4.47237 -2.09635
H -4.61524 1.08219 2.42206
H -5.48491 -0.03685 4.45437
H -3.88753 -0.95106 6.13171
H -1.47106 -0.90907 5.65520
H -0.31402 2.79538 3.34027
H 0.32665 4.68481 4.75885
H 1.71996 4.30766 6.78154
H 2.42277 2.00553 7.35847
H 1.77281 0.11629 5.94721
H 2.73223 -0.98582 3.99463
H 3.54085 -3.07253 4.97711
H 1.95097 -4.89532 5.53604
H -0.45509 -4.60558 5.02100
H -1.27401 -2.50177 4.08279
H -3.12264 3.02962 3.73793
H -3.69180 5.39673 3.40116
H -3.26375 6.46825 1.18856
H -2.22306 5.17138 -0.60734
H -4.19565 2.55892 -0.99311
H -5.95382 0.91107 -1.50360
H -5.34504 -1.44866 -1.96021
H -2.95936 -2.13054 -1.92539
H -1.21902 -0.50745 -1.41800
H -2.91063 2.79692 -3.24260
H -2.84235 4.61199 -4.89757
H -1.09555 6.35853 -4.76317
H 0.63748 6.21869 -2.99797
H 0.56816 4.39824 -1.34403
Cl -0.41661 1.71495 -5.85834
C 1.17382 1.96521 -5.12299
Cl 1.67214 3.66092 -5.40905
Cl 2.34654 0.88984 -5.90483
C 1.16901 1.67233 -3.56590
O 2.19456 2.01506 -2.96969
O 0.15031 1.11893 -3.12758
C -0.99413 -6.90162 -3.02500
C -1.97333 -5.91693 -3.11760
C -1.61737 -4.60011 -3.36131
C -0.28355 -4.18908 -3.51991
C 0.67511 -5.20752 -3.43078
C 0.33440 -6.53213 -3.19220
Si 0.15322 -2.30238 -3.61961
C 1.78691 -2.47269 -4.66703
C 2.98938 -1.96308 -4.17663
C 4.17991 -2.04204 -4.89334
C 4.19401 -2.63012 -6.14821
C 3.01127 -3.14648 -6.66868
C 1.83786 -3.07126 -5.93293
H -1.26248 -7.93332 -2.82641
H -3.02018 -6.18329 -3.00324
H -2.40191 -3.85188 -3.44121
H 1.72323 -4.95167 -3.54903
H 1.11469 -7.28568 -3.13551
H -0.81401 -1.98250 -4.76003
H 2.99091 -1.46036 -3.21503
H 5.08971 -1.62330 -4.47673
H 5.11247 -2.67575 -6.72344
H 3.00916 -3.60563 -7.65257
H 0.92470 -3.48341 -6.34967

Results
- HOMO energy (eV) = -0.84
- net charge = -2
- energy above the lowest of the compared OMol25 structures with the same formula, charge and spin (kJ/mol) = 0.00
- M (g/mol) = 1119.474
- lowest unoccupied orbital energy (eV) = 3.60
- orbital gap (eV) = 4.45
- maximum force (eV/A) = 0.656
- 2S+1 = 1